Entry 1:
Computed, not measured: C20H23BBrCaNO4S as an isolated structure at a distorted geometry, with ωB97M-V/def2-TZVPD.

Calculated values
- M (Da) = 504.27
- HOMO level (Eh) = -0.4468
- energy (hartree) = -4804.968215
- net charge = +2

Atoms and positions in Å:
C1 0.25765 5.08637 2.41302
C2 -0.79727 3.85473 2.13492
O1 -1.31621 3.25395 3.38225
C3 -1.27643 1.79456 3.13860
C4 -1.72368 0.88655 4.44176
O2 -0.73551 -0.19851 4.56274
C5 -1.29089 -1.50341 4.16375
C6 -2.05885 -1.51493 2.71364
C7 -3.64318 -2.01629 2.72546
C8 -4.58839 -2.06804 1.37419
C9 -3.89266 -1.63869 -0.04697
C10 -2.31329 -1.13197 -0.05637
C11 -1.35795 -1.04864 1.26962
N1 0.06646 -0.56147 1.34777
C12 0.85291 -0.77046 0.07911
C13 2.50811 -0.91996 0.25975
C14 3.44461 -1.10127 -1.11235
C15 2.84328 -1.15067 -2.63665
B1 3.91990 -1.31326 -3.89556
C16 3.96097 -2.64513 -4.90869
O3 4.94363 -0.25742 -4.21723
C17 1.21565 -1.03059 -2.81367
C18 0.47873 -1.10823 -4.27662
C19 -0.15439 0.32447 -4.76304
O4 -1.29564 0.41039 -5.45793
Br1 0.92120 1.97828 -4.26746
C20 0.28163 -0.82170 -1.45354
S1 -1.60179 -0.62877 -1.71473
H1 1.28165 4.77385 1.89887
H2 -0.10785 6.09289 1.88719
H3 0.50998 5.25615 3.55297
H4 -0.26523 3.08482 1.41594
H5 -1.73831 4.25609 1.52399
H6 -1.91691 1.55751 2.15914
H7 -0.12672 1.53582 2.94915
H8 -2.84171 0.54121 4.43348
H9 -1.58928 1.59137 5.38882
H10 -0.36560 -2.25478 4.10396
H11 -2.00840 -1.96447 4.99187
H12 -4.18010 -2.32910 3.74336
H13 -5.71666 -2.39047 1.35280
H14 -4.54048 -1.67145 -1.04400
H15 0.58885 -1.12787 2.08232
H16 3.05149 -0.87055 1.31121
H17 4.62697 -1.17158 -0.99240
H18 2.94713 -2.77032 -5.48417
H19 4.11412 -3.60141 -4.25092
H20 4.82245 -2.52155 -5.72379
H21 5.80543 -0.75097 -4.45620
H22 -0.41850 -1.89514 -4.26547
H23 1.19151 -1.48499 -5.15690
Ca1 -0.77243 3.95505 -3.80697

Cartesian forces, eV/Å:
C 0.61 -0.18 -0.56
C -0.39 1.20 -0.57
O 1.01 -1.34 -2.27
C 0.52 -0.72 -0.08
C 0.25 2.05 0.41
O -2.36 -0.94 -0.96
C 0.39 -1.08 -0.51
C -2.85 -0.31 -2.61
C 0.98 1.11 -3.15
C 4.73 1.50 -0.93
C 1.66 0.05 3.82
C -0.87 -0.93 3.22
C -4.33 -1.53 1.21
N -0.47 -2.61 -2.83
C 3.49 -0.40 -2.63
C -1.28 -0.11 -4.46
C -3.36 0.60 0.05
C -2.60 0.95 3.45
B 1.61 0.65 -1.43
C 0.11 0.21 0.10
O -0.82 -3.56 1.43
C 1.62 0.16 3.24
C 0.52 -0.45 0.86
C -8.20 -3.04 -4.70
O 8.68 0.40 5.35
Br 0.57 -0.37 0.00
C 2.36 -0.38 0.78
S 1.63 -0.44 1.79
H -2.06 0.79 1.10
H 0.76 -2.20 1.40
H -0.87 -0.35 -2.39
H -1.01 1.18 1.73
H 1.84 -0.71 1.25
H 1.30 0.31 2.10
H -2.58 0.25 0.30
H 2.23 0.40 -0.21
H -0.21 -1.56 -1.97
H -1.90 1.73 0.12
H 1.28 1.18 -1.85
H 1.58 0.80 -2.40
H 2.58 0.67 0.27
H 1.81 0.13 2.34
H -1.08 1.11 -0.94
H -1.44 -0.13 -2.43
H -2.93 0.16 -0.19
H 1.84 0.08 1.06
H -0.27 1.60 -1.42
H -1.91 -0.45 1.84
H -2.07 1.22 0.09
H 1.66 2.11 0.04
H -1.27 1.13 2.01
Ca -0.51 0.05 0.14

---

Entry 2:
Computed, not measured: C20H23BePSe2 as an isolated structure at a distorted geometry, with ωB97M-V/def2-TZVPD.

Calculated values
- ΔE to the lowest compared entry with this formula, charge and spin (kJ/mol) = 402.9
- M (Da) = 461.31
- HOMO level (alpha / beta) (Eh) = -0.2086 / -0.1693
- energy (hartree) = -5934.693097

Atoms and positions in Å:
C1 -1.12907 -1.02348 -3.46671
C2 1.42904 -0.14103 -3.99243
C3 -1.46846 0.32503 -3.56746
H1 -1.66733 -1.67257 -2.79457
C4 1.08339 1.10719 -3.69352
H2 2.35601 -0.58786 -3.62694
H3 -2.35409 0.65125 -3.02201
H4 1.74979 1.74832 -3.11424
C5 -1.20421 1.13702 -4.76732
H5 -2.02609 1.83583 -5.00169
H6 -1.14733 0.61592 -5.73554
C6 -0.40512 -1.81387 -4.50307
H7 -0.96751 -2.26254 -5.34657
H8 0.00301 -2.70946 -4.00333
C7 0.79030 -1.00293 -5.04862
H9 0.48394 -0.42245 -5.92570
H10 1.53374 -1.67699 -5.50343
C8 0.08712 1.90853 -4.51843
H11 0.47560 2.28588 -5.48047
H12 -0.14628 2.83748 -3.97248
Be1 0.21773 0.31269 -1.38543
H13 -0.43747 -0.37465 -2.90771
Se1 1.47758 -0.51916 0.17674
P1 0.02926 0.07351 1.78401
Se2 -1.33870 0.88738 0.24019
C9 -0.61965 -1.20529 2.93489
C10 -1.50928 -0.86765 3.97430
C11 -1.95447 -1.85243 4.85793
C12 -1.51260 -3.17354 4.74458
C13 -0.62204 -3.51111 3.72029
C14 -0.19744 -2.53913 2.79784
C15 0.76083 1.22239 2.99309
C16 1.69532 0.73675 3.92806
C17 2.25968 1.60738 4.86173
C18 1.87567 2.94702 4.89484
C19 0.88667 3.41261 4.02812
C20 0.34231 2.55374 3.06108
H14 -1.86547 0.16011 4.06835
H15 -2.66898 -1.57766 5.63109
H16 -1.88773 -3.93373 5.43660
H17 -0.31467 -4.55839 3.63132
H18 0.48785 -2.80942 1.98445
H19 1.96997 -0.31729 3.97034
H20 3.01533 1.27001 5.57238
H21 2.32727 3.62051 5.62200
H22 0.57855 4.45682 4.07324
H23 -0.47194 2.83927 2.39024

Cartesian forces, eV/Å:
C 0.75 -3.94 0.55
C 1.38 -2.21 -0.74
C -4.39 4.15 -0.56
H -0.64 0.22 0.23
C -0.10 2.29 0.24
H -0.21 0.32 0.48
H 0.11 -0.21 0.06
H 0.06 -0.37 0.00
C -0.07 1.06 -1.20
H 0.18 0.02 0.56
H 0.11 -0.44 0.56
C 1.23 -0.76 -0.67
H -0.34 0.57 0.27
H -0.06 0.31 0.01
C -0.09 -0.28 -0.92
H -0.05 0.15 0.32
H -0.08 0.00 0.48
C -0.21 0.90 0.07
H 0.45 -0.35 0.15
H -0.02 -0.40 0.06
Be -0.85 1.07 0.16
H 2.26 -1.75 1.30
Se 1.01 -0.78 0.66
P -0.20 0.07 -0.91
Se -0.51 0.29 0.32
C 0.15 -0.83 -0.16
C 0.20 -0.11 -0.33
C 0.04 0.20 -0.20
C 0.13 0.24 -0.33
C -0.32 0.03 -0.03
C 0.04 -0.02 0.27
C 0.15 0.21 0.35
C 0.05 0.21 0.14
C -0.03 0.02 -0.19
C -0.33 0.01 -0.18
C 0.15 -0.13 -0.35
C -0.13 -0.24 0.18
H 0.11 -0.27 0.05
H 0.17 -0.07 -0.11
H 0.23 0.28 -0.27
H 0.05 0.49 -0.11
H -0.32 0.11 0.34
H -0.05 0.21 -0.23
H -0.26 -0.12 -0.25
H -0.13 -0.14 -0.17
H -0.03 -0.30 -0.01
H 0.41 0.31 0.14

---

Entry 3:
Computed, not measured: a 3-piece molecular cluster, C20H23Br4ClO2 overall at a distorted geometry, with ωB97M-V/def2-TZVPD.

Calculated values
- ΔE to the lowest compared entry with this formula, charge and spin (kJ/mol) = 0.0
- M (Da) = 650.47
- HOMO level (Eh) = -0.2777
- energy (hartree) = -11682.498759

Atoms and positions in Å:
C1 1.83747 -4.01454 0.51408
C2 1.86161 -3.12646 -0.53518
C3 1.26345 -1.76720 -0.39572
C4 2.10408 -0.74394 0.06027
C5 3.56551 -0.97915 0.35574
C6 4.43958 -1.04280 -0.90268
C7 4.46603 0.24041 -1.74439
C8 3.27484 0.39232 -2.71532
C9 1.58688 0.54012 0.21433
C10 0.26426 0.81651 -0.08277
C11 -0.55922 -0.18634 -0.53586
C12 -0.07618 -1.48863 -0.69775
C13 -0.94755 -2.57266 -1.20874
O1 -0.54667 -3.68965 -1.43538
C14 -2.37470 -2.21606 -1.47590
Cl1 -3.43362 -3.46427 -1.98291
C15 -2.82793 -0.97217 -1.33984
C16 -1.97356 0.14049 -0.87945
O2 -2.39439 1.27258 -0.79400
H1 0.94234 -4.55724 0.80198
H2 2.75939 -4.23925 1.04650
H3 2.31604 -3.40430 -1.49154
H4 3.62838 -1.95362 0.84582
H5 3.93591 -0.24733 1.07279
H6 4.20169 -1.91973 -1.50721
H7 5.46214 -1.20754 -0.54685
H8 5.37180 0.19266 -2.34943
H9 4.52312 1.08502 -1.05688
H10 3.58292 0.58225 -3.74049
H11 2.67927 1.25874 -2.41755
H12 2.58310 -0.44707 -2.65338
H13 2.25786 1.32200 0.54837
H14 -0.10703 1.82720 0.04677
H15 -3.85895 -0.73414 -1.56535
Br1 -2.71130 -0.01458 1.90916
C17 -4.36915 -0.09806 2.92087
C18 -4.53668 -1.42844 3.60473
Br2 -5.04918 -2.81492 2.34073
H16 -5.17145 0.11478 2.22180
H17 -4.30369 0.70328 3.65365
H18 -5.34251 -1.38520 4.33401
H19 -3.62578 -1.76498 4.08838
Br3 0.06848 4.09731 0.60313
C19 -1.19319 5.57434 0.70106
C20 -2.59493 5.12029 0.39110
Br4 -2.85191 4.83965 -1.51308
H20 -0.84113 6.33799 0.01566
H21 -1.12484 5.94316 1.72201
H22 -3.30976 5.89139 0.66968
H23 -2.85086 4.18781 0.88502

Cartesian forces, eV/Å:
C 0.37 0.00 -0.27
C -0.33 -0.23 0.30
C -1.68 -0.90 -0.90
C 0.26 0.37 0.16
C -0.44 -0.82 -0.24
C 0.66 0.39 0.39
C -0.29 -0.76 -0.42
C -0.30 0.67 0.66
C -0.07 -0.42 -0.17
C 0.40 0.50 0.26
C -0.53 -0.38 -0.23
C 0.49 0.47 0.24
C -0.14 -0.21 -0.18
O 0.02 -0.03 0.03
C -0.12 0.41 0.09
Cl 0.12 -0.20 -0.03
C -0.21 0.01 -0.08
C 0.45 0.14 -0.34
O -0.15 0.03 -0.35
H -0.56 1.52 1.38
H 0.34 -1.70 -1.20
H 1.67 0.87 0.63
H 0.16 0.08 0.10
H 0.01 0.21 -0.16
H -0.21 0.10 -0.05
H 0.00 -0.09 0.00
H 0.15 0.27 0.18
H 0.17 0.15 -0.15
H 0.05 -0.26 -0.06
H -0.07 0.01 -0.10
H 0.15 -0.17 -0.26
H -0.07 0.07 0.07
H -0.21 -0.51 -0.20
H -0.01 0.07 0.05
Br -0.19 -0.08 0.73
C 0.20 0.05 0.06
C -0.20 -0.10 -0.06
Br 0.08 -0.01 0.00
H -0.03 -0.03 0.01
H 0.00 -0.03 0.03
H -0.01 0.03 -0.01
H 0.02 0.03 0.00
Br 0.06 0.53 0.06
C 0.06 -0.08 0.17
C -0.10 0.08 -0.18
Br 0.01 -0.03 0.02
H -0.02 -0.01 -0.03
H -0.05 -0.01 0.01
H 0.03 0.02 0.03
H 0.04 -0.02 0.00